# 1
Formula: C4H7NO
Source: OMol25
Level of theory: wB97M-V/def2-TZVPD

The geometry in ORCA input format:
```
! wB97M-V def2-TZVPD RIJCOSX def2/J DEFGRID3
* xyz 0 1
C -0.31109 0.69364 1.20546
C 0.34138 0.79979 -0.17651
C 1.30149 -0.21464 -0.70381
N -0.04488 -0.14356 -1.24016
C -0.93825 -1.05015 -0.66014
O -0.64909 -2.09801 -0.13664
H -1.01523 1.52099 1.32570
H 0.46248 0.74681 1.96972
H -0.87899 -0.21985 1.42016
H 0.44935 1.82945 -0.51349
H 2.08918 0.07673 -1.39817
H 1.52497 -1.08874 -0.09892
H -1.95578 -0.62743 -0.64592
*
```

## Properties
Structure (SMILES): C[C@H]1CN1C=O
Total energy, eV: -7797.606
Kohn-Sham gap, eV: 11.00
ΔE to the lowest compared entry with this formula, charge and spin, kJ/mol: 196.65

Results of the natural (NBO) charge analysis, in e, for atoms 1 through 8: number 1, C, carries -0.6515; number 2, C, carries -0.0572; number 3, C, carries -0.2620; number 4, N, carries -0.4495; number 5, C, carries 0.5429; number 6, O, carries -0.5635; number 7, H, carries 0.2185; number 8, H, carries 0.2268

---

# 2
Formula: C4H7NO
Source: OMol25
Level of theory: wB97M-V/def2-TZVPD

The geometry in ORCA input format:
```
! wB97M-V def2-TZVPD RIJCOSX def2/J DEFGRID3
* xyz 0 1
C -0.28101 -0.85177 1.05331
C -0.36008 -1.70434 0.10818
N 1.03563 -1.40430 0.61020
H -0.65342 -0.20094 1.82269
H -0.86307 -2.38550 -0.55261
H 1.28641 -2.13744 1.28390
C 0.45960 1.59339 0.03818
C -0.46315 1.46691 -0.91594
O -0.50306 0.48456 -1.84985
H 0.35110 2.34956 0.80792
H 1.31997 0.92811 0.09273
H -1.31609 2.13509 -1.00794
H -0.01284 -0.27333 -1.49078
*
```

## Properties
Structure (SMILES): C1=CN1.C=CO
Total energy, eV: -7794.289
Kohn-Sham gap, eV: 9.66
ΔE to the lowest compared entry with this formula, charge and spin, kJ/mol: 516.73

Results of the natural (NBO) charge analysis, in e, for atoms 1 through 8: number 1, C, carries -0.0261; number 2, C, carries -0.1483; number 3, N, carries -0.6413; number 4, H, carries 0.2405; number 5, H, carries 0.2402; number 6, H, carries 0.3173; number 7, C, carries -0.5507; number 8, C, carries 0.1584

---

# 3
Formula: C4H7NO
Source: OMol25
Level of theory: wB97M-V/def2-TZVPD

The geometry in ORCA input format:
```
! wB97M-V def2-TZVPD RIJCOSX def2/J DEFGRID3
* xyz 0 1
O -0.20230 1.63638 1.44045
C -0.58719 0.38965 0.89639
C -0.68031 0.42333 -0.65770
C 0.16710 -0.79709 -0.98846
N 1.14955 -0.77087 0.10537
C 0.63756 -0.47626 1.27624
H 0.76843 1.61799 1.41107
H -1.54145 0.09681 1.35022
H -0.24285 1.35604 -1.03110
H -1.69581 0.34560 -1.05817
H 0.61306 -0.90865 -1.97631
H 2.04761 -1.22665 0.01187
H -0.43338 -1.68628 -0.77987
*
```

## Properties
Total energy, eV: -7796.540
Kohn-Sham gap, eV: 9.37
ΔE to the lowest compared entry with this formula, charge and spin, kJ/mol: 299.51

Results of the natural (NBO) charge analysis, in e, for atoms 1 through 8: number 1, O, carries -0.6871; number 2, C, carries -0.0240; number 3, C, carries -0.4493; number 4, C, carries -0.2467; number 5, N, carries -0.5672; number 6, C, carries 0.0740; number 7, H, carries 0.4679; number 8, H, carries 0.1932

---

# 4
Formula: C4H7NO
Source: OMol25
Level of theory: wB97M-V/def2-TZVPD

The geometry in ORCA input format:
```
! wB97M-V def2-TZVPD RIJCOSX def2/J DEFGRID3
* xyz 0 1
C 1.46488 0.03617 0.67438
C 0.20103 0.55129 0.00345
C -0.78555 -0.47806 -0.57527
O -0.09188 -1.61234 -1.02096
C -0.83017 1.42124 0.66911
N -1.89951 1.66830 0.23507
H 2.01517 0.88253 1.09258
H 1.24763 -0.67504 1.47307
H 2.11043 -0.46057 -0.05906
H 0.49035 1.23104 -0.80440
H -1.73478 0.64079 -0.94044
H -1.61684 -0.78208 0.03640
H -0.57076 -2.42328 -0.78394
*
```

## Properties
Total energy, eV: -7794.888
Kohn-Sham gap, eV: 9.26
ΔE to the lowest compared entry with this formula, charge and spin, kJ/mol: 458.89

Results of the natural (NBO) charge analysis, in e, for atoms 1 through 8: number 1, C, carries -0.6068; number 2, C, carries -0.3310; number 3, C, carries -0.0160; number 4, O, carries -0.7048; number 5, C, carries 0.2814; number 6, N, carries -0.3894; number 7, H, carries 0.2219; number 8, H, carries 0.2140

---

> Which value of total energy does entry 4 give?

-7794.888 eV